ORCA calculation (ωB97M-V with the def2-TZVPD basis set) on C27H17Br2CrN5O5S as an isolated structure.

```
58
Properties=species:S:1:pos:R:3:forces:R:3
Br 1.24413 1.71693 -4.15985 0.163 -0.040 0.186
Br -2.62371 0.65104 5.37101 0.017 0.011 0.030
Cr 1.34486 0.66305 -2.02355 -1.305 -1.200 -0.433
S 0.96271 -0.93830 1.16594 -0.356 -0.094 0.168
O 2.76913 -0.93530 -2.00325 -0.020 0.070 0.073
O 0.29615 -0.80432 -2.63374 0.786 0.901 0.319
O -0.40704 -1.34899 0.97730 0.204 0.006 -0.036
O 1.23954 -0.02636 2.23164 0.099 -0.039 -0.070
O 6.08587 3.26350 -1.27435 -0.060 -0.064 -0.031
N 2.16345 2.28922 -1.14491 0.033 -0.186 -0.035
N -5.42198 -0.28222 0.10094 0.056 -0.673 0.389
N -0.52284 1.31713 -1.48131 0.124 0.352 0.134
N -4.89978 -0.73951 -0.91875 -0.305 0.760 -0.976
N 1.55388 -0.38123 -0.25953 0.233 0.276 -0.047
C 2.03862 -2.35234 1.17986 0.016 0.049 -0.030
C -0.91698 2.47265 -0.95461 0.132 -0.119 -0.118
C -1.84762 -1.86293 -2.56419 0.519 0.142 -0.106
C -2.77033 0.46155 -1.21357 -0.097 0.024 -0.124
C 3.81543 -4.38672 0.72689 0.005 -0.015 0.020
C 2.41537 -1.22261 -0.83267 -0.025 0.037 -0.071
C -2.85961 -0.50890 2.79947 0.029 -0.008 0.073
C 4.36624 1.81574 -1.89978 0.041 -0.106 -0.032
C -3.60801 -0.69673 -1.37277 0.259 -0.396 0.416
C 2.53675 3.37918 -0.46014 -0.032 0.047 0.048
C 3.86199 3.73632 -0.48958 0.002 0.025 0.022
C -4.71294 0.90544 3.47350 0.047 -0.013 0.028
C 4.78725 2.95636 -1.21541 0.048 0.043 0.024
C -3.16678 1.69908 -0.69800 0.057 0.087 0.048
C -0.95321 -0.80772 -2.29527 -0.352 -0.469 -0.127
C 2.17112 -3.31663 2.15381 -0.036 0.024 0.023
C 2.77101 -2.38606 0.00010 -0.020 -0.007 0.008
C 3.66896 -3.40565 -0.24696 0.039 -0.045 -0.030
C -3.47584 0.32568 3.72761 -0.041 -0.004 -0.061
C -2.23353 2.70756 -0.57498 -0.112 -0.034 0.030
C -5.33051 0.65379 2.26330 0.040 -0.013 -0.031
C -3.14670 -1.78955 -2.12247 -0.268 0.055 0.224
C 3.07944 -4.34236 1.90755 0.031 -0.017 -0.035
C 3.02277 1.59285 -1.79009 0.141 0.207 -0.054
C -3.47277 -0.75144 1.58737 0.028 -0.021 0.028
C -1.44183 0.34029 -1.64328 -0.084 0.176 0.045
C -4.69681 -0.14046 1.30775 0.076 0.224 0.058
H -2.50905 3.67839 -0.18903 0.006 -0.022 -0.001
H -6.30207 1.07094 2.03092 0.018 -0.008 0.003
H 6.28614 4.06930 -0.78410 -0.002 0.028 0.020
H 1.59875 -3.27994 3.07158 0.014 0.001 -0.028
H 4.51388 -5.19723 0.56732 -0.014 0.009 0.002
H 1.79586 3.93623 0.09659 0.017 -0.012 -0.006
H -2.98457 -1.42009 0.88857 -0.064 0.053 0.048
H 4.19538 4.61252 0.05201 -0.022 -0.020 -0.016
H 5.04525 1.19007 -2.45883 -0.013 0.020 0.011
H 3.21581 -5.11981 2.64776 -0.003 0.018 -0.010
H 4.23630 -3.43281 -1.16802 -0.011 0.004 0.017
H -5.18470 1.53226 4.21706 0.006 -0.011 -0.005
H -4.19548 1.87365 -0.41118 0.020 0.007 -0.018
H -3.84722 -2.59290 -2.30496 0.056 -0.041 0.000
H -1.90201 -0.96110 3.01769 -0.054 0.021 0.005
H -1.48264 -2.72323 -3.11182 -0.044 0.013 0.041
H -0.16547 3.24271 -0.86263 -0.021 -0.014 -0.013
```
Positions in Å, forces in eV/Å.

Output
- energy above the lowest of the compared OMol25 structures with the same formula, charge and spin (eV) = 0.000
- LUMO (alpha / beta) (eV) = -6.06 / -5.86
- orbital gap (alpha / beta) (eV) = 4.32 / 4.40
- multiplicity = 2
- total energy (eV) = -225296.4167
- molar mass (Da) = 735.33
- E_HOMO (alpha / beta) (eV) = -10.39 / -10.26
- max |F| (Eh/bohr) = 0.0355
- total charge = +1

---

ORCA calculation (ωB97M-V with the def2-TZVPD basis set) on C27H18BrIrN2O4 as an isolated structure.

```
53
Properties=species:S:1:pos:R:3:forces:R:3
Ir 0.09640 0.38674 0.06404 -0.047 0.883 -0.309
Br -1.05581 -2.07560 -0.82580 0.023 -0.320 -0.085
O 2.05960 -0.53687 0.31953 0.206 -0.216 -0.051
O 3.20620 0.00773 7.24257 -0.011 0.422 0.067
O -0.13264 -0.05632 2.02197 -0.042 -0.250 0.596
O 4.81907 -0.12603 5.82146 0.146 0.394 -0.060
N 3.65086 -0.00145 6.11589 -0.165 -1.170 0.004
N -2.19849 0.31262 -0.34897 -0.030 -0.225 0.168
C 2.67158 -0.04444 5.01398 -0.076 0.352 0.206
C -3.15644 1.22892 -0.17651 0.078 0.029 -0.027
C 1.30918 0.06833 5.30711 0.037 0.001 0.040
C -3.43125 6.68869 1.28751 -0.020 -0.008 0.015
C 3.45175 5.77402 -1.76971 -0.030 -0.007 0.014
C -2.55404 -0.93158 -0.61645 0.084 -0.032 -0.026
C -3.84879 -1.37893 -0.72726 -0.122 0.097 -0.006
C -3.00837 5.46508 1.79382 0.051 -0.006 -0.035
C 0.20827 4.95656 -0.07955 -0.025 0.043 0.039
C -2.65910 7.34803 0.33963 0.056 -0.010 -0.027
C 3.11430 -0.19583 3.73679 0.019 0.018 -0.217
C 1.63748 6.98625 -0.04617 0.032 0.087 -0.002
C 2.71003 -0.45501 1.37408 -0.138 -0.049 -0.196
C 2.77550 7.66347 -0.44233 -0.056 -0.003 0.030
C -1.46807 6.79594 -0.10089 -0.083 0.101 0.005
C 0.23318 3.54634 -0.11329 0.099 0.104 -0.103
C 0.39034 0.04968 4.28964 -0.061 0.026 0.033
C -4.49399 0.89236 -0.26948 0.000 0.022 -0.023
C -1.02778 5.56685 0.40446 0.194 -0.104 -0.040
C 3.68331 7.06481 -1.30768 0.025 -0.012 -0.026
C -4.84076 -0.42300 -0.54261 -0.009 -0.057 -0.010
C 0.80141 -0.07075 2.95181 -0.162 0.036 -0.133
C 0.25212 2.30989 -0.15139 0.070 0.110 -0.027
C -1.82170 4.90539 1.35286 -0.063 -0.031 0.050
C 1.38488 5.68555 -0.51234 -0.220 -0.103 0.057
C 2.18462 -0.21552 2.68041 0.158 0.000 0.077
C 2.32006 5.08808 -1.37268 0.076 -0.065 -0.050
H 2.13662 4.08665 -1.74362 0.010 0.011 0.006
H -5.88084 -0.71188 -0.61511 0.004 0.013 -0.001
H -4.07466 -2.41238 -0.94271 0.006 0.006 -0.004
H -1.47453 3.96624 1.77053 -0.027 0.015 -0.013
H 1.00192 0.16522 6.33893 0.007 0.016 -0.004
H 4.15593 5.30653 -2.44502 -0.007 -0.004 0.005
H -2.99053 8.29562 -0.06394 0.000 -0.007 -0.002
H 0.94913 7.44754 0.64930 0.039 -0.004 0.006
H 4.57148 7.59989 -1.61663 -0.009 -0.005 0.004
H 3.79315 -0.59977 1.29509 0.015 -0.046 0.023
H -2.82239 2.23982 0.02612 0.002 -0.037 0.029
H -5.24853 1.65293 -0.13046 -0.001 -0.008 0.000
H 4.17470 -0.30055 3.54518 -0.020 0.005 -0.008
H -0.88307 7.30134 -0.85806 -0.035 -0.007 0.002
H -4.35889 7.12690 1.63100 0.008 -0.001 0.000
H -0.66899 0.13628 4.48777 0.014 0.000 0.010
H 2.96307 8.66059 -0.06677 -0.004 -0.003 0.000
H -3.59954 4.95633 2.54429 0.005 -0.003 0.000
```
Positions in Å, forces in eV/Å.

Output
- LUMO (alpha / beta) (eV) = -3.53 / -5.79
- orbital gap (alpha / beta) (eV) = 5.97 / 5.84
- multiplicity = 6
- total energy (eV) = -112327.8167
- molar mass (Da) = 706.57
- E_HOMO (alpha / beta) (eV) = -9.50 / -11.63
- max |F| (Eh/bohr) = 0.0230
- total charge = +1

---

ORCA calculation (ωB97M-V with the def2-TZVPD basis set) on C27H18BrNO4PReSe as an isolated structure.

```
54
Properties=species:S:1:pos:R:3:forces:R:3
Re -0.05052 -1.07611 -0.45276 1.044 -0.045 0.101
Br 3.40090 -6.86050 0.51729 0.050 -0.005 0.004
Se -4.77213 -0.86171 -0.56214 -0.344 -0.006 -0.014
P 0.03398 1.38662 -0.07162 -0.110 -0.120 -0.104
O 1.67895 -0.80440 -0.91843 0.016 0.323 -0.185
O -0.13330 -2.93584 -0.17218 -0.428 -0.112 0.098
O 3.40777 -0.46656 -2.28350 -0.017 0.172 0.010
O -2.21349 -3.76644 -0.20750 0.093 -0.011 0.066
N -1.89287 -0.85889 -0.35650 -0.629 0.091 -0.055
C 1.52839 -6.67519 0.38669 -0.061 0.012 -0.008
C 1.97075 3.28408 0.32309 0.040 0.017 0.027
C -1.39027 2.61279 4.10029 0.013 -0.020 0.010
C -3.10219 -0.86480 -0.44610 0.460 -0.005 0.060
C -0.96505 3.57633 -3.36866 0.026 -0.010 0.015
C 2.78447 1.35748 -0.85938 -0.027 0.103 -0.042
C -0.65972 -7.65825 0.38482 -0.011 0.011 -0.004
C 4.24055 3.23762 -0.46337 -0.006 0.021 0.018
C -2.28774 2.30767 -1.28200 -0.015 0.005 0.035
C -0.23333 2.94535 -2.37214 -0.007 -0.039 -0.043
C 3.21237 3.89035 0.19866 -0.013 -0.026 -0.010
C -0.67008 1.43893 3.91992 -0.014 0.019 0.008
C -0.89129 2.30651 -1.32314 -0.006 0.041 0.008
C -1.22451 -6.40932 0.19456 0.028 -0.024 0.008
C -3.01105 2.94244 -2.27615 0.011 0.019 -0.029
C -2.34978 3.57511 -3.32190 -0.032 -0.007 0.008
C 0.71827 -7.79670 0.48205 0.005 -0.005 0.002
C -0.39862 -5.29286 0.10259 -0.061 0.013 0.021
C 1.73688 2.01521 -0.19779 0.038 0.027 0.056
C -1.70062 3.41610 3.01287 0.005 -0.006 -0.024
C 0.98360 -5.41815 0.19684 0.011 -0.019 0.002
C 2.69856 0.01115 -1.46814 -0.151 -0.481 0.134
C -1.29203 3.04899 1.73914 0.006 0.029 0.030
C 4.02431 1.97838 -0.99462 0.012 -0.002 -0.014
C -1.04074 -3.97620 -0.10051 0.094 0.074 -0.161
C -0.26410 1.06374 2.65021 -0.010 -0.042 0.031
C -0.57315 1.86906 1.55490 -0.043 0.053 -0.046
H -0.44868 4.07139 -4.17986 0.004 -0.001 0.003
H 1.16293 -8.77093 0.63061 0.003 0.001 0.000
H -0.42965 0.81251 4.76813 0.000 0.000 -0.001
H 1.17469 3.80981 0.83495 -0.001 -0.011 0.002
H -2.81487 1.84031 -0.46001 0.009 -0.021 0.006
H 0.84768 2.95471 -2.42120 0.010 0.013 0.007
H 3.37168 4.87469 0.61777 -0.001 0.000 0.000
H -1.71163 2.90044 5.09241 0.000 -0.001 -0.001
H -2.29533 -6.28396 0.11596 0.003 0.005 -0.001
H -2.91740 4.07162 -4.09745 0.002 -0.003 -0.001
H -2.26120 4.33037 3.15365 0.000 -0.001 0.000
H 0.28990 0.14205 2.51716 0.001 0.005 -0.030
H -1.29067 -8.53333 0.45819 0.003 -0.002 0.000
H 1.62440 -4.55228 0.12141 0.001 -0.005 0.004
H 5.20922 3.70750 -0.56355 0.003 -0.012 -0.007
H -1.53536 3.68143 0.89495 0.003 -0.003 0.002
H 4.81314 1.45323 -1.51549 -0.005 -0.004 -0.001
H -4.09202 2.94846 -2.23301 0.001 -0.005 0.004
```
Positions in Å, forces in eV/Å.

Output
- energy above the lowest of the compared OMol25 structures with the same formula, charge and spin (eV) = 0.409
- LUMO (alpha / beta) (eV) = -5.27 / -4.94
- orbital gap (alpha / beta) (eV) = 6.01 / 6.34
- multiplicity = 2
- total energy (eV) = -184772.3453
- molar mass (Da) = 796.49
- E_HOMO (alpha / beta) (eV) = -11.27 / -11.27
- max |F| (Eh/bohr) = 0.0204
- total charge = +1

---

ORCA calculation (ωB97M-V with the def2-TZVPD basis set) on C27H18IrN5O5 as an isolated structure.

```
56
Properties=species:S:1:pos:R:3:forces:R:3
Ir 3.59851 1.56648 -0.44929 -2.530 1.368 2.640
O -7.61430 -4.77660 -1.93143 -0.620 0.019 0.370
O 4.80146 1.61766 1.24205 -1.414 -1.935 -2.831
O 3.86614 3.69926 -0.38932 -1.047 -2.620 -1.182
O 6.66507 5.15528 5.90205 0.234 -0.029 0.481
O 5.89400 6.67931 4.58300 -0.018 0.531 0.062
N -2.65904 -1.04388 -0.17849 -0.258 -0.188 -0.078
N 2.48610 0.18890 -1.63451 1.285 0.923 0.579
N 1.49406 1.47818 0.51840 2.456 0.280 -0.817
N 6.09885 5.53836 4.91259 -0.187 -0.205 -0.209
N -1.83596 -2.08843 -1.96911 0.063 -0.209 -0.311
C 0.68931 0.59807 -0.10140 -0.123 -0.715 -0.845
C 5.00257 4.88600 2.82746 0.286 0.246 0.780
C -2.89440 -1.95569 -1.18218 0.185 0.011 -0.114
C -6.38253 -3.21259 -0.74701 -0.333 -0.535 -0.451
C -0.62474 0.35584 0.37603 0.024 -0.275 -0.401
C -1.05349 1.05253 1.51488 0.436 0.407 0.266
C 4.65970 3.93312 1.85845 -0.319 -1.085 -0.420
C 2.98856 -0.42689 -2.69951 0.362 -0.385 -0.625
C -5.23862 -2.49884 -0.52816 0.454 -0.142 -0.418
C -6.47056 -4.14205 -1.81550 1.309 0.772 0.192
C 0.42550 -1.02170 -1.96613 -0.072 0.332 0.470
C -4.20352 -3.59203 -2.43264 0.245 0.646 0.657
C -1.39557 -0.58506 -0.34813 1.175 0.146 -0.530
C -0.89891 -1.26080 -1.48690 -0.411 0.654 1.065
C -0.19418 1.93654 2.12770 -0.405 -0.404 -0.308
C 5.81837 3.14638 4.30251 -0.022 0.433 -0.088
C -4.11660 -2.67176 -1.36544 -0.775 -0.538 -0.216
C 5.46486 2.18776 3.39489 -0.193 -0.315 -0.957
C 5.62370 4.50305 3.99358 -0.452 -0.281 -0.893
C 0.97735 -1.66318 -3.08091 0.305 0.183 0.050
C 4.95292 2.53562 2.10597 0.313 2.361 1.604
C 4.07974 4.36817 0.62656 0.915 0.609 2.126
C 1.07844 2.12238 1.59212 0.659 0.489 0.229
C 2.27018 -1.35555 -3.44848 -0.053 0.075 0.110
C 1.21292 -0.08770 -1.25875 -1.067 0.009 0.678
C -5.34620 -4.31157 -2.65612 -0.879 -0.276 0.159
C -7.82688 -5.72878 -2.95352 0.055 -0.345 -0.446
H -7.12469 -6.56285 -2.86914 -0.046 0.052 0.042
H 6.24931 2.88873 5.26001 0.013 -0.046 0.008
H -3.31020 -0.77340 0.54275 0.019 -0.107 -0.142
H 1.76487 2.81687 2.05896 0.097 -0.021 -0.049
H 5.60634 1.13511 3.59425 0.081 -0.005 0.046
H -8.84325 -6.09068 -2.81331 0.120 0.027 -0.036
H -3.34267 -3.71705 -3.07111 0.013 -0.049 -0.062
H 0.38188 -2.38112 -3.62235 -0.071 -0.098 -0.085
H 3.79738 5.42998 0.59995 0.247 -0.073 -0.427
H -5.22198 -1.80358 0.29659 0.006 0.119 0.143
H 4.00566 -0.18220 -2.97834 0.023 0.037 0.060
H 2.73585 -1.82564 -4.29946 0.080 0.008 -0.057
H -0.49146 2.48320 3.00689 0.050 0.097 0.080
H -7.25305 -3.09837 -0.12121 -0.067 0.055 0.101
H 4.81163 5.93813 2.66797 0.032 0.073 -0.058
H -2.04345 0.90031 1.91289 -0.135 -0.027 0.057
H -5.38324 -5.00914 -3.47720 -0.019 -0.065 -0.071
H -7.73172 -5.27407 -3.94347 -0.028 0.012 0.074
```
Positions in Å, forces in eV/Å.

Output
- LUMO (alpha / beta) (eV) = -9.04 / -9.06
- orbital gap (alpha / beta) (eV) = 3.25 / 3.22
- total energy (eV) = -48798.5129
- molar mass (Da) = 684.69
- E_HOMO (alpha / beta) (eV) = -12.29 / -12.28
- max |F| (Eh/bohr) = 0.0759
- total charge = +2

---

Among the records above, which one has the highest max |F|? C27H18IrN5O5

---

Which of these has the highest max |F|? C27H18IrN5O5

---

Which of these has the lowest total energy? C27H17Br2CrN5O5S